Record 1
Molecular formula: C42H37BrIrN4O4S3
Method: DFT, the ωB97M-V functional and the def2-TZVPD basis

Structure (XYZ):
```
92
Properties=species:S:1:pos:R:3:forces:R:3
Ir 0.345603 -0.147341 0.002518 -0.1 -1.8 -1.2
C -4.013413 -3.545967 6.263652 -0.1 -0.1 0.1
C -3.419399 -2.606131 5.272598 0.1 0.1 -0.2
C -3.094224 -3.025943 3.984994 0.0 0.0 0.1
C -2.527303 -2.155135 3.072033 0.0 0.1 -0.2
C -2.312189 -0.838400 3.443801 0.4 -0.3 -0.4
C -2.597449 -0.403204 4.730545 0.0 0.4 -0.1
C -3.158333 -1.283333 5.632802 0.0 -0.1 -0.2
S -1.644703 0.323341 2.238974 -1.7 -0.4 0.2
O -1.156341 1.441089 3.114151 0.9 0.9 1.0
C -3.161183 1.159341 1.653047 0.2 0.0 -0.4
C -4.371796 0.911371 2.314666 -0.3 -0.1 0.1
C -5.429755 1.763664 2.163721 0.3 -0.1 0.1
C -5.295363 2.944486 1.405866 0.2 0.0 -0.1
C -6.302768 3.930335 1.376801 -0.1 0.3 -0.2
C -6.130544 5.085731 0.661784 -0.3 -0.3 0.2
C -4.950223 5.296186 -0.063294 0.4 -0.1 -0.1
C -3.956127 4.356082 -0.059363 -0.1 0.3 -0.1
C -4.098767 3.155759 0.670861 -0.1 -0.1 0.4
C -3.041803 2.197587 0.750371 0.0 -0.2 0.3
C -1.937335 2.419205 -0.219282 0.1 0.1 0.1
C -2.265718 2.341120 -1.620219 0.5 0.0 -0.1
C -3.504435 1.842119 -2.072564 -0.2 0.0 -0.1
C -3.799379 1.803231 -3.410117 -0.1 0.0 0.4
C -2.869031 2.234077 -4.366391 0.2 0.1 0.0
C -1.653182 2.713629 -3.966866 -0.1 -0.1 -0.1
C -1.330001 2.789775 -2.594979 -0.2 -0.1 0.3
C -0.106502 3.350939 -2.174932 0.0 0.1 0.6
C 0.204613 3.408976 -0.846736 0.2 0.3 -0.4
C -0.699519 2.917351 0.112928 -0.5 0.0 0.4
S 0.041934 2.798987 1.784799 0.4 1.5 -1.6
O 1.044590 1.765290 1.512829 0.7 -0.5 0.7
C 0.805229 4.426421 1.924601 -0.6 -0.4 0.5
C 2.166145 4.668747 2.025126 0.3 -0.3 -0.1
C 2.598537 5.976954 2.151570 -0.1 -0.2 0.0
C 1.689783 7.034044 2.241194 -0.1 -0.2 0.0
C 2.165426 8.429972 2.433556 0.1 0.2 0.0
C 0.324497 6.749126 2.195461 0.1 -0.1 0.0
C -0.123811 5.452960 2.060309 -0.1 0.1 -0.1
H -4.066189 -4.557995 5.873240 0.0 -0.1 0.0
H -5.020368 -3.226134 6.529935 -0.1 0.0 0.0
H -3.420830 -3.551493 7.176920 0.0 -0.1 0.1
H -3.284374 -4.049295 3.697050 0.0 -0.1 0.0
H -2.274422 -2.488643 2.078136 0.0 -0.1 -0.1
H -2.386471 0.615941 5.006590 0.0 0.2 0.1
H -3.406967 -0.949354 6.628928 0.0 0.1 0.1
H -4.469331 0.032245 2.933342 -0.1 0.0 0.0
H -6.360217 1.555310 2.668313 -0.1 0.0 0.1
H -7.202429 3.772394 1.949615 -0.1 0.0 0.1
H -6.893350 5.846995 0.652846 -0.2 0.0 0.0
H -4.804684 6.213682 -0.612773 0.0 0.1 0.0
H -3.036484 4.553519 -0.589920 0.0 0.1 -0.1
H -4.234256 1.508778 -1.351378 -0.1 0.0 0.1
H -4.766931 1.448072 -3.729580 -0.1 0.0 0.0
H -3.128914 2.206745 -5.412332 0.0 0.0 -0.2
H -0.925176 3.049353 -4.690270 0.0 0.1 -0.1
H 0.590805 3.725284 -2.909114 0.1 0.0 -0.1
H 1.150448 3.817404 -0.526503 0.1 0.0 0.0
H 2.873064 3.855565 1.958615 0.1 -0.1 0.0
H 3.656877 6.188532 2.188930 0.1 0.0 0.0
H 3.026888 8.641105 1.804818 0.1 0.0 0.0
H 2.471459 8.578465 3.469746 0.0 0.0 0.1
H 1.382404 9.148619 2.214484 0.0 0.1 0.0
H -0.383045 7.556183 2.285613 -0.2 0.1 0.0
H -1.181883 5.237121 2.040662 -0.2 0.0 0.0
C 3.519882 -3.373023 0.062234 -0.1 0.1 0.3
C 2.263170 -2.600239 -0.166039 -0.2 0.2 0.3
N 1.667252 -1.842527 0.701022 -0.3 0.7 -0.4
O 2.140332 -1.635207 1.957250 0.5 -0.1 0.7
C 1.642229 -2.668987 -1.471258 -0.3 -0.1 -0.6
C 2.071881 -3.599194 -2.559008 -0.2 0.2 0.0
N 0.663703 -1.842513 -1.685930 -0.1 0.8 0.3
O 0.072893 -1.725849 -2.799489 0.2 -0.4 -0.1
H 3.910893 -3.280248 1.072358 0.0 0.0 0.0
H 4.283905 -3.033769 -0.638816 0.0 0.0 0.0
H 3.343033 -4.433073 -0.118588 0.0 0.0 0.0
H 3.068223 -1.928566 2.055789 -0.4 0.0 -0.3
H 2.787789 -4.340178 -2.227474 0.1 -0.1 0.0
H 2.504028 -3.012919 -3.370538 0.1 -0.1 -0.1
H 1.191244 -4.101292 -2.961531 0.1 0.0 0.0
Br 2.101377 0.914129 -1.356719 -0.3 -0.3 0.3
S -2.106925 -0.978913 -0.265220 1.2 0.0 0.7
C -3.060842 -1.203032 -1.652476 0.1 0.0 -1.0
N -2.510791 -1.293737 -2.887806 -0.1 -0.1 0.4
C -3.294658 -1.401597 -3.967013 -0.4 0.0 -0.1
C -4.662012 -1.441627 -3.824217 0.1 -0.1 0.3
C -5.155508 -1.414660 -2.510035 0.0 0.0 -0.7
N -4.374224 -1.281835 -1.468394 0.3 0.1 0.7
H -1.449798 -1.370713 -2.937569 0.0 0.1 0.1
H -2.799372 -1.448746 -4.924435 0.1 0.0 -0.1
H -5.318418 -1.519520 -4.673650 0.0 0.0 -0.1
H -6.210955 -1.493428 -2.286646 -0.1 0.0 -0.2
```
Forces are in eV/Å.

Values from the calculation:
LUMO (spin up / spin down) ... -0.1834 / -0.2940 hartree
2S+1 ... 6
ΔE to the lowest compared entry with this formula, charge and spin ... 24.71 kcal per mole
Net charge ... +2
HOMO (spin up / spin down) ... -0.46980 / -0.47038 Ha
<S²> ... 8.79

=====

Record 2
Molecular formula: C11H30N3O8P4S
Method: DFT, the ωB97M-V functional and the def2-TZVPD basis

Structure (XYZ):
```
57
Properties=species:S:1:pos:R:3:forces:R:3
C -1.759704 -1.610446 3.041136 0.9 0.2 0.0
C -1.589625 -2.437004 1.773904 -0.7 -0.1 0.0
C -1.360345 -1.554760 0.543757 0.0 -0.2 0.2
C -0.198411 -0.574273 0.632835 0.0 0.3 0.2
O -0.590767 0.665703 0.108149 0.4 -0.3 -0.4
P 0.753383 1.729607 -0.192352 -0.1 1.9 0.5
N 2.166914 2.822466 -0.532992 -0.4 -0.5 0.4
C 1.100356 2.085111 1.649172 0.3 -0.8 0.0
C 2.519581 1.931760 2.140305 0.3 0.9 1.7
O 2.884294 2.391600 3.228456 -0.4 -0.7 -1.6
P 0.382936 1.884366 -2.470788 -0.4 0.1 -0.3
C 1.930635 1.349760 -3.367525 -0.2 0.1 0.3
C -0.961302 0.708098 -3.033280 0.1 -0.1 -0.5
C -0.717735 0.144752 -4.431274 -0.2 -0.1 0.1
O 1.813070 0.305886 -0.236661 0.5 -0.2 0.0
C 1.177231 -0.915014 0.001994 0.3 -0.6 -0.6
P 1.120992 -1.669832 -1.727679 -0.9 0.6 -0.2
N 2.765897 -2.066953 -1.963285 0.0 -0.4 0.1
O 0.593860 -3.242734 -1.467144 0.5 -0.3 0.1
P 2.170484 -1.958119 1.154039 0.3 0.4 1.3
O 3.626360 -2.147456 0.500552 -0.1 -0.1 0.5
O 1.474014 -3.401373 1.099987 0.3 0.0 0.0
S 2.371260 -1.304018 2.954902 -0.2 -0.1 -0.2
H -2.208589 -2.166363 3.858888 -0.2 -0.1 0.0
H -2.317140 -0.702771 2.828826 -0.2 -0.1 0.1
H -0.779021 -1.285569 3.390872 0.1 0.0 0.1
H -0.843983 -3.216221 1.897770 0.3 0.1 0.0
H -2.530579 -2.964619 1.591663 -0.1 -0.1 -0.1
H -2.246186 -0.929491 0.448318 -0.1 0.1 -0.1
H -1.335429 -2.180574 -0.344527 0.1 0.0 -0.2
H 0.045322 -0.413490 1.685572 -0.1 -0.1 0.2
H -0.190500 2.818044 -0.156223 0.2 -0.1 -0.2
H 2.983684 2.267604 -0.747908 0.1 0.1 -0.2
H 1.954736 3.439624 -1.304825 0.1 0.0 -0.2
H 0.871182 3.133085 1.821408 -0.2 0.2 -0.1
H 0.474558 1.507353 2.334904 -0.1 -0.1 0.0
H 3.253488 1.421402 1.500526 -0.1 -0.1 0.0
H 2.626665 2.181197 -3.286399 0.1 0.1 0.0
H 2.417485 0.481690 -2.932150 0.1 -0.2 -0.1
H 1.746244 1.209563 -4.429038 0.0 -0.2 -0.1
H -1.132345 -0.099043 -2.327152 0.1 -0.1 0.1
H -1.893135 1.270169 -3.088405 0.0 0.2 0.2
H -0.635649 0.950626 -5.159774 0.2 0.1 -0.1
H 0.182736 -0.462733 -4.462431 0.1 0.0 -0.1
H -1.545142 -0.489524 -4.756671 -0.1 -0.1 0.0
H 2.920395 -2.368469 -2.911994 0.1 0.2 -0.3
H 3.392116 -1.317293 -1.707905 0.1 0.1 0.0
H -0.308252 -3.292527 -1.778163 -0.4 -0.2 -0.1
H 3.598316 -2.853765 -0.153620 0.1 0.0 -0.5
H 1.262128 -3.683658 0.193847 -0.3 0.0 -0.2
C -4.214353 2.679213 2.697564 -0.1 0.2 -0.1
N -4.856681 1.340082 2.601966 0.2 0.2 -0.1
O -5.993230 1.278250 2.186578 -0.2 0.0 0.0
O -4.178588 0.398073 2.938829 -0.2 -0.2 0.1
H -4.924899 3.423784 2.360930 0.0 0.0 0.0
H -3.938705 2.831523 3.736087 0.1 0.0 0.0
H -3.330026 2.657701 2.066428 0.1 0.0 0.1
```
Forces are in eV/Å.

Values from the calculation:
LUMO ... 0.0843 hartree
2S+1 ... 1
ΔE to the lowest compared entry with this formula, charge and spin ... 7.41 kcal per mole
Net charge ... -1
HOMO ... -0.14864 Ha

=====

Record 3
Molecular formula: BrFeH46O23
Method: DFT, the ωB97M-V functional and the def2-TZVPD basis

Structure (XYZ):
```
71
Properties=species:S:1:pos:R:3:forces:R:3
Fe 14.754210 -23.756870 12.561690 0.7 -0.8 -1.1
Br 16.807350 -24.863350 11.705790 -0.5 0.3 0.3
O 20.084150 -23.507550 12.811050 0.3 0.0 0.1
H 19.550270 -22.749180 12.574240 -0.2 0.1 -0.2
H 19.456760 -24.146580 13.149070 -0.2 -0.2 0.0
O 14.876280 -24.718340 14.344800 0.4 1.1 -0.9
H 15.429050 -25.461530 14.586370 0.8 -0.6 0.3
H 14.083420 -24.828350 14.869680 -1.1 0.0 0.4
O 12.741240 -25.686090 9.356590 -0.9 -0.1 0.8
H 12.042010 -26.239600 9.008830 -0.2 -0.2 -0.2
H 13.331370 -25.550770 8.615200 0.9 0.4 -0.7
O 13.742420 -20.451010 12.293310 -0.2 -0.5 1.0
H 13.246210 -19.844260 12.842720 -0.3 0.3 -0.1
H 14.169910 -19.892260 11.644240 0.5 0.9 -0.7
O 14.330100 -22.693440 10.885830 0.3 -0.5 0.5
H 14.573760 -22.716170 9.960440 0.4 -0.2 -0.8
H 13.693400 -21.981500 10.948940 -1.0 0.4 0.5
O 12.578380 -24.889850 15.644620 0.1 0.1 0.0
H 12.542270 -24.305980 16.402260 -0.1 0.1 0.3
H 11.748390 -25.366040 15.668830 -0.2 -0.3 -0.1
O 10.158760 -24.431940 11.061790 -0.1 0.0 0.3
H 10.549680 -25.298730 10.951830 0.2 -0.2 -0.2
H 9.296390 -24.603810 11.439950 -0.6 -0.2 -0.3
O 13.785740 -27.372590 13.148700 -0.2 -0.4 0.5
H 12.954940 -27.828580 13.283190 -0.3 -0.3 0.1
H 14.450230 -28.057530 13.223140 0.3 -0.2 -0.3
O 18.581650 -20.920290 12.659300 0.3 0.2 0.2
H 18.877670 -20.997650 13.566280 0.4 -0.1 0.0
H 17.767830 -20.419400 12.714350 -0.3 0.5 0.3
O 14.783480 -25.057540 7.486540 -0.4 -0.3 0.1
H 15.060080 -24.213130 7.842480 -0.2 0.5 -0.1
H 15.354410 -25.696460 7.913210 0.3 -0.6 0.0
O 13.581920 -25.264360 11.859620 -0.3 1.3 0.3
H 13.036340 -25.312140 11.074580 -0.1 0.5 -1.5
H 13.545610 -26.145790 12.231120 0.7 -0.9 0.7
O 15.904660 -26.692640 15.625910 0.0 -0.2 -0.1
H 16.056760 -26.983380 16.525110 0.1 0.1 0.4
H 15.988240 -27.487570 15.099280 0.2 -0.3 -0.1
O 15.073810 -18.938900 10.475260 -0.3 -0.1 0.0
H 15.791670 -19.556590 10.336090 0.6 -0.5 -0.2
H 15.497420 -18.081000 10.503240 0.0 0.4 0.0
O 11.577220 -22.111550 10.338090 0.4 0.5 0.0
H 10.853310 -22.640540 10.673280 -0.1 -0.3 0.1
H 11.616700 -22.322430 9.405240 -0.1 -0.1 -0.3
O 13.085230 -22.908000 13.244550 0.1 0.1 -0.1
H 12.215670 -23.194550 13.523810 -1.0 -0.4 -0.1
H 13.209210 -22.062410 13.675640 0.3 0.3 0.2
O 14.822960 -22.379730 8.213310 0.2 -0.1 0.3
H 15.758080 -22.204470 8.108070 0.4 0.3 -0.1
H 14.396410 -21.784880 7.596510 -0.3 0.2 -0.3
O 16.409790 -19.432740 14.135340 0.0 -0.4 -0.2
H 16.969450 -18.802500 14.589000 0.2 0.4 0.1
H 15.724850 -19.645320 14.769300 -0.2 0.1 0.2
O 13.853050 -21.967410 15.626160 0.1 0.1 -0.2
H 14.099510 -21.074130 15.866040 0.0 0.2 0.3
H 13.620340 -22.383280 16.456290 0.0 0.0 0.3
O 10.366310 -23.038190 13.477970 0.1 -0.1 0.5
H 10.099560 -23.714140 12.854940 0.2 -0.2 -0.3
H 9.676200 -22.377010 13.424800 -0.1 0.4 0.2
O 15.742470 -22.152540 13.232650 -0.2 0.1 -0.1
H 15.677490 -21.203810 13.123440 -0.7 0.4 -0.7
H 16.396130 -22.270550 13.921880 0.9 -0.7 0.9
O 16.308990 -27.401400 9.218930 -0.5 0.0 -0.3
H 17.005500 -27.133390 8.619530 0.4 -0.1 -0.2
H 16.261300 -26.694680 9.862750 0.1 0.2 0.5
O 17.685770 -22.512830 15.017250 -0.1 0.1 -0.2
H 17.736490 -22.970920 15.856190 0.0 -0.3 0.3
H 18.014990 -21.633570 15.203640 0.1 0.2 0.3
O 17.110400 -21.417680 10.590990 -0.8 0.3 -0.7
H 17.791610 -21.395580 11.263070 0.5 -0.3 0.1
H 17.465750 -21.986070 9.907700 0.2 -0.1 -0.1
```
Forces are in eV/Å.

Values from the calculation:
LUMO (spin up / spin down) ... -0.1937 / -0.2557 hartree
2S+1 ... 6
Net charge ... +2
HOMO (spin up / spin down) ... -0.54265 / -0.53921 Ha
<S²> ... 8.76

=====

> Which of these has the lowest net charge?

C11H30N3O8P4S